(1)
This record from the OMol25 dataset describes a structure of composition C40H39MnNO3P2S3 at a distorted geometry. The level of theory is the ωB97M-V functional and the def2-TZVPD basis.

The geometry in XYZ format:
```
89
Properties=species:S:1:pos:R:3:forces:R:3
Mn -2.683 1.016 -1.082 -1.5 0.9 1.2
S -4.946 1.252 0.180 1.0 0.2 -0.1
C -5.128 -0.083 -0.895 -0.7 -1.5 0.4
C -6.201 -0.999 -0.995 0.3 -0.8 -1.5
C -6.207 -1.966 -2.065 0.4 2.1 1.3
C -5.157 -1.930 -3.021 -0.3 -0.2 0.9
C -4.115 -1.088 -2.781 0.8 0.6 1.4
N -4.043 -0.298 -1.617 0.5 -0.6 -3.6
H -6.928 -0.888 -0.203 -0.5 -0.4 -0.4
H -7.033 -2.653 -2.205 0.1 0.0 0.3
H -5.077 -2.648 -3.837 -0.3 0.4 0.1
H -3.259 -1.022 -3.445 0.0 -0.1 0.3
C 0.581 0.407 1.743 0.4 -1.0 0.1
C -0.564 -0.638 1.556 1.1 0.2 0.8
P -0.926 -1.779 2.983 0.1 -1.4 0.5
C -0.975 -3.472 2.095 1.4 1.6 -0.8
C -1.716 -4.481 2.666 0.9 -1.1 -2.5
C -1.811 -5.723 1.951 0.5 1.4 0.8
C -1.043 -5.927 0.826 0.6 1.3 -0.5
C -0.204 -4.908 0.256 -1.5 -1.2 0.7
C -0.222 -3.669 0.881 0.3 0.1 -0.5
C 0.643 -1.935 3.981 -0.6 0.6 -0.2
C 1.673 -2.824 3.671 0.9 -0.3 0.6
C 2.823 -2.865 4.501 -1.2 0.5 0.0
C 2.887 -1.970 5.570 -0.1 -0.1 -1.1
C 1.878 -1.052 5.851 1.1 -0.5 0.6
C 0.725 -1.063 5.106 0.3 -0.6 -0.5
P 2.181 -0.238 0.999 -0.6 0.7 -0.2
C 2.117 0.556 -0.659 -0.2 -0.2 1.7
C 3.073 0.204 -1.636 2.0 -0.7 -0.4
C 3.110 0.542 -2.911 1.0 -0.8 -1.8
C 2.105 1.445 -3.550 -1.2 -0.8 1.4
C 1.152 1.925 -2.420 -0.4 2.4 -0.2
C 1.165 1.331 -1.091 -1.1 1.2 1.2
C 3.497 0.714 1.878 1.5 -0.7 0.9
C 3.853 2.069 2.076 0.2 -1.0 0.1
C 5.007 2.407 2.792 -0.7 2.1 -0.9
C 5.862 1.480 3.312 0.5 -0.2 0.6
C 5.568 0.148 3.177 -1.4 -0.6 -0.6
C 4.384 -0.224 2.457 1.6 0.1 0.0
H 0.813 0.337 2.811 0.1 0.7 0.0
H 0.339 1.454 1.449 0.2 -1.0 0.2
H -0.486 -1.323 0.742 0.3 0.2 -1.0
H -1.492 -0.141 1.503 -1.4 0.8 -0.4
H -2.153 -4.279 3.594 -1.0 -0.1 1.2
H -2.476 -6.477 2.313 -0.2 -0.5 0.2
H -1.084 -6.836 0.274 -0.2 -0.8 -0.1
H 0.280 -5.227 -0.696 0.0 1.0 0.9
H 0.362 -2.860 0.358 -0.6 -0.8 1.0
H 1.634 -3.533 2.827 -0.3 0.6 0.4
H 3.619 -3.584 4.329 -0.1 0.2 -0.1
H 3.774 -1.914 6.144 0.8 -0.2 0.6
H 2.093 -0.409 6.715 -0.7 -0.1 -0.5
H -0.079 -0.433 5.456 -0.4 0.0 -0.5
H 3.885 -0.416 -1.337 0.5 -0.7 0.4
H 3.889 -0.006 -3.492 -0.7 0.9 0.1
H 2.489 2.196 -4.190 0.6 0.9 -0.3
H 1.185 3.040 -2.351 -0.3 -0.6 0.2
H 0.233 1.489 -0.528 0.9 0.4 0.0
H 3.280 2.817 1.590 -0.5 0.8 -0.2
H 5.341 3.468 2.896 -0.7 -0.9 -0.2
H 6.756 1.860 3.800 -0.1 -0.4 0.1
H 6.225 -0.590 3.626 -0.1 -0.1 -0.3
H 4.297 -1.276 2.158 -0.3 0.3 0.6
C -2.939 4.867 0.553 1.3 0.1 -1.8
S -2.508 3.216 1.005 0.3 0.5 1.5
C -1.086 3.503 2.069 0.2 -1.2 -0.1
O -1.830 2.628 -0.233 -0.1 -0.9 -1.1
H -3.072 5.477 1.412 -0.7 0.3 0.8
H -3.747 4.808 -0.172 -0.4 0.1 0.4
H -2.087 5.313 0.011 -0.1 -0.3 0.2
H -1.388 4.059 2.942 -0.1 0.5 0.1
H -0.222 3.918 1.512 -0.7 -0.1 0.3
H -0.848 2.479 2.441 0.0 0.8 -0.3
O -0.328 1.695 -8.049 -2.4 0.7 -2.3
C -1.319 1.809 -7.141 2.0 -0.4 -0.3
O -2.442 2.047 -7.394 -1.7 0.5 -0.7
C -0.770 1.717 -5.798 0.8 0.6 1.8
C -1.366 2.675 -4.828 0.2 -0.7 -1.3
C -1.065 2.492 -3.554 -1.0 -0.3 0.7
C -0.119 1.403 -3.123 0.3 1.1 0.3
S -0.993 0.159 -2.148 -0.4 -1.2 -0.8
C 0.849 0.780 -4.152 -1.1 -2.7 -0.4
C 0.268 0.914 -5.514 -0.2 0.1 -0.2
H 0.404 1.281 -7.664 1.8 -0.6 0.8
H -2.045 3.395 -5.313 0.2 -0.3 0.9
H -1.673 2.961 -2.754 0.9 0.2 -0.4
H 0.979 -0.331 -3.907 -0.4 1.2 -0.5
H 0.574 0.225 -6.286 0.4 -0.3 0.0
```
Forces are in eV/Å.

Values from the calculation:
Multiplicity: 5
Net charge: +1
<S²>: 6.142
Kohn-Sham gap (spin up / spin down) in eV: 5.10 / 6.33
E_HOMO (spin up / spin down) in eV: -10.21 / -10.21

***

(2)
This record from the OMol25 dataset describes an isolated molecule of C2H2FN3 at a distorted geometry. The level of theory is the ωB97M-V functional and the def2-TZVPD basis.

The geometry in XYZ format:
```
8
Properties=species:S:1:pos:R:3:forces:R:3
C -1.176 -0.169 0.067 -0.4 1.2 -0.9
C 1.139 -0.044 -0.088 -1.4 0.3 -0.6
N 0.026 0.298 -0.336 1.1 -0.8 0.6
N -1.163 -1.129 0.945 0.6 -2.2 1.8
N -0.055 -1.571 1.344 -0.1 1.5 -1.0
F -0.214 -2.616 2.256 -0.4 0.1 -0.2
H -2.077 0.266 -0.305 -0.2 0.0 -0.1
H 2.177 0.064 0.046 0.7 -0.1 0.4
```
Forces are in eV/Å.

Values from the calculation:
Kohn-Sham gap (spin up / spin down) in eV: 8.08 / 8.08
E_HOMO (spin up / spin down) in eV: -8.44 / -8.44

***

(3)
This record from the OMol25 dataset describes a cluster of 8 separate species, C33H60BClF2N2O16P in total at a distorted geometry. The level of theory is the ωB97M-V functional and the def2-TZVPD basis.

The geometry in XYZ format:
```
116
Properties=species:S:1:pos:R:3:forces:R:3
C -0.221 -1.528 4.740 0.1 0.3 0.4
C -0.169 -2.017 3.220 0.5 -4.0 -1.2
O 0.039 -3.268 3.033 -1.0 4.6 0.9
N -0.386 -1.193 2.028 2.2 -0.2 2.7
C 0.205 -1.804 0.803 3.1 -2.0 -3.0
C -0.786 -1.945 -0.477 0.6 1.1 1.1
O 1.397 -2.187 0.672 -4.7 1.7 1.3
C 0.003 0.237 2.211 1.8 1.7 -1.2
O 0.859 0.682 1.113 -1.7 -1.7 2.0
B 0.814 2.155 1.138 0.6 -0.1 -1.4
C 2.006 3.005 1.885 1.0 0.5 1.1
C 3.026 2.119 2.768 0.5 1.3 0.7
C 2.751 2.179 4.361 0.4 -1.4 -0.8
Cl 3.548 3.698 5.056 -0.7 -0.8 -0.2
O -0.601 2.399 1.578 -3.6 -0.7 1.2
C -1.287 1.294 2.170 5.9 -0.4 1.5
C -1.537 1.589 3.730 0.1 0.8 -0.7
P -2.792 2.947 4.106 -3.3 0.0 3.6
O -3.581 2.484 5.372 2.5 1.2 -3.3
O -2.099 4.465 4.473 -1.3 -2.0 -0.4
O -3.955 3.200 2.892 2.5 0.5 1.4
N -2.290 0.507 1.369 -3.7 1.5 -0.9
C -2.759 1.223 0.167 -2.1 3.9 -1.3
O -3.166 2.394 0.098 2.0 -5.2 0.3
F -2.800 0.458 -1.060 0.4 1.1 3.4
C -3.391 -0.025 2.179 -0.7 -4.0 2.9
O -3.269 -0.977 2.997 -0.3 4.9 -3.8
F -4.739 0.485 2.046 3.4 -0.6 -0.6
H -1.263 -1.655 5.221 1.5 0.1 -1.2
H 0.088 -0.443 4.917 -0.4 -1.5 -0.4
H 0.500 -2.197 5.353 -1.2 1.0 -1.3
H -1.846 -2.035 -0.058 1.4 0.1 -1.0
H -0.636 -0.954 -1.064 -0.5 -1.5 1.1
H -0.475 -2.782 -1.187 -0.4 1.0 1.4
H 0.685 0.499 3.116 -1.6 -1.0 -0.8
H 0.990 2.425 -0.025 -0.5 0.4 -0.6
H 2.647 3.498 1.052 -1.1 -0.8 1.4
H 1.618 3.897 2.521 0.6 -1.4 -0.8
H 4.072 2.590 2.621 -1.8 -1.1 0.5
H 3.093 1.027 2.432 -0.3 1.5 0.4
H 1.644 2.150 4.648 1.6 0.4 -0.4
H 3.278 1.285 4.878 -0.9 1.6 -0.8
H -1.829 0.681 4.359 0.0 1.4 -1.0
H -0.523 1.960 4.155 -1.7 -0.4 -1.0
H -2.563 4.731 5.313 0.6 -0.5 -1.0
H -3.944 4.132 2.575 0.2 -0.9 0.1
C 6.152 1.214 -0.758 -0.4 0.0 0.0
C 6.454 1.428 0.701 -0.7 0.1 0.5
O 5.561 1.546 1.520 1.0 -0.2 -0.7
C 7.903 1.490 1.109 0.0 0.1 0.4
H 5.070 1.191 -0.904 0.1 0.0 0.1
H 6.568 2.034 -1.348 0.1 -0.2 -0.1
H 6.571 0.260 -1.088 0.1 0.1 -0.1
H 8.396 2.322 0.603 0.1 -0.2 -0.1
H 8.399 0.548 0.862 0.1 0.1 -0.2
H 7.968 1.648 2.188 0.0 0.0 -0.2
C -0.285 3.408 -4.802 0.2 -0.5 -0.1
C -0.850 2.051 -4.476 0.4 -0.6 -0.2
O -0.269 1.028 -4.798 -0.3 0.5 0.1
C -2.162 2.007 -3.738 0.0 -0.4 0.0
H 0.661 3.287 -5.335 -0.1 0.0 0.1
H -0.978 3.956 -5.442 0.0 0.1 0.2
H -0.100 3.964 -3.882 -0.2 0.1 -0.1
H -2.939 2.493 -4.332 0.0 0.2 0.1
H -2.060 2.502 -2.769 -0.1 0.1 -0.1
H -2.448 0.967 -3.570 0.1 0.2 0.0
C 1.171 8.036 -6.312 0.2 -0.3 -0.2
C 0.342 7.290 -5.300 0.0 -0.9 0.0
O 0.319 6.073 -5.276 0.1 1.0 -0.1
C -0.456 8.107 -4.319 -0.2 -0.3 0.2
H 1.692 7.320 -6.952 -0.1 0.1 0.1
H 0.525 8.658 -6.936 0.1 0.2 0.1
H 1.913 8.654 -5.802 -0.1 0.2 -0.1
H -1.174 8.732 -4.854 0.1 0.2 0.1
H 0.214 8.728 -3.721 -0.1 0.1 -0.1
H -1.003 7.438 -3.652 0.1 0.1 -0.1
C -8.092 2.254 8.307 -0.2 0.3 0.3
C -6.986 3.091 7.719 0.3 0.6 0.0
O -6.829 4.254 8.050 -0.2 -0.6 -0.1
C -6.083 2.436 6.708 -0.1 0.6 0.2
H -8.661 2.855 9.020 0.1 -0.1 -0.1
H -8.765 1.918 7.515 0.1 -0.2 0.0
H -7.668 1.395 8.833 -0.1 -0.1 -0.2
H -6.668 2.109 5.845 0.1 -0.2 0.1
H -5.570 1.586 7.162 -0.1 -0.1 -0.2
H -5.336 3.154 6.371 -0.2 -0.3 0.1
C -1.266 -8.238 1.877 -0.2 -0.4 -0.2
C -1.601 -7.132 0.910 -0.4 0.3 -0.7
O -2.294 -7.339 -0.071 0.3 -0.1 0.5
C -1.046 -5.765 1.205 -0.3 0.0 -0.3
H -1.732 -9.167 1.539 0.0 0.1 0.0
H -0.184 -8.383 1.915 0.0 0.1 0.2
H -1.651 -7.994 2.869 0.2 0.0 0.0
H 0.045 -5.800 1.214 -0.1 0.1 0.2
H -1.422 -5.411 2.168 0.3 0.0 0.1
H -1.367 -5.069 0.427 0.1 -0.1 0.1
C 1.634 -5.157 -3.917 -0.3 0.0 0.2
C 1.927 -4.940 -2.457 -0.7 0.2 0.5
O 1.031 -4.824 -1.641 0.5 -0.2 -0.4
C 3.373 -4.872 -2.042 0.0 0.0 0.5
H 0.552 -5.184 -4.069 0.1 0.0 0.1
H 2.049 -4.335 -4.506 0.2 -0.2 -0.1
H 2.056 -6.108 -4.244 0.1 0.2 -0.1
H 3.865 -4.038 -2.547 0.1 -0.2 -0.1
H 3.874 -5.812 -2.286 0.1 0.1 -0.2
H 3.433 -4.712 -0.963 -0.1 0.0 -0.2
C 1.024 -5.421 -8.122 0.0 0.2 0.4
C 1.974 -6.521 -7.727 0.2 -0.1 0.8
O 2.344 -6.653 -6.575 -0.2 0.0 -0.8
C 2.449 -7.450 -8.812 0.2 -0.3 0.2
H 0.766 -4.831 -7.239 0.0 -0.1 -0.1
H 1.498 -4.766 -8.855 -0.1 -0.1 -0.1
H 0.109 -5.852 -8.534 0.1 0.1 -0.2
H 2.987 -6.884 -9.577 -0.2 0.0 -0.1
H 1.597 -7.970 -9.256 0.1 0.1 -0.2
H 3.128 -8.191 -8.383 -0.1 0.1 0.0
```
Forces are in eV/Å.

Values from the calculation:
Net charge: -1
Kohn-Sham gap in eV: 7.29
E_HOMO in eV: -5.27

***

Repeat the second record exactly.
This record from the OMol25 dataset describes an isolated molecule of C2H2FN3 at a distorted geometry. The level of theory is the ωB97M-V functional and the def2-TZVPD basis.

The geometry in XYZ format:
```
8
Properties=species:S:1:pos:R:3:forces:R:3
C -1.176 -0.169 0.067 -0.4 1.2 -0.9
C 1.139 -0.044 -0.088 -1.4 0.3 -0.6
N 0.026 0.298 -0.336 1.1 -0.8 0.6
N -1.163 -1.129 0.945 0.6 -2.2 1.8
N -0.055 -1.571 1.344 -0.1 1.5 -1.0
F -0.214 -2.616 2.256 -0.4 0.1 -0.2
H -2.077 0.266 -0.305 -0.2 0.0 -0.1
H 2.177 0.064 0.046 0.7 -0.1 0.4
```
Forces are in eV/Å.

Values from the calculation:
Kohn-Sham gap (spin up / spin down) in eV: 8.08 / 8.08
E_HOMO (spin up / spin down) in eV: -8.44 / -8.44